Model P:
Density functional theory data (ωB97M-V/def2-TZVPD) for a cluster of 4 separate species, C3H13NO3 in total.

Values from the calculation:
Orbital gap in eV: 8.497
LUMO level in hartree: -0.00105

Geometry as XYZ:
```
20
C3H13NO3 | the OMol25 dataset | ωB97M-V/def2-TZVPD
C 2.576 0.903 2.807
C 1.327 0.429 2.708
C 0.159 1.151 3.297
N 0.938 -0.567 1.789
H 3.426 0.319 2.478
H 2.677 1.783 3.425
H 0.456 1.658 4.217
H -0.264 1.898 2.621
H -0.652 0.487 3.601
H 0.190 -0.278 1.179
H 1.696 -0.842 1.179
O 2.279 -1.162 -5.612
H 2.411 -0.547 -4.883
H 1.735 -0.668 -6.233
O -1.178 -0.108 -4.471
H -1.704 -0.749 -3.975
H -0.868 0.509 -3.798
O -5.407 -1.411 -0.311
H -4.553 -1.771 -0.578
H -5.242 -1.036 0.559
```

Mulliken population analysis, charges in e, atoms 1 to 4: atom 1 (C): -0.990, atom 2 (C): 0.819, atom 3 (C): -1.248, atom 4 (N): -0.569

---

Model Q:
Density functional theory data (ωB97M-V/def2-TZVPD) for a cluster of 3 separate species, C3H13NO3 in total.

Values from the calculation:
Orbital gap in eV: 8.531
LUMO level in hartree: 0.01886

Geometry as XYZ:
```
20
C3H13NO3 | the OMol25 dataset | ωB97M-V/def2-TZVPD
C 2.368 0.450 -0.338
N 0.961 0.318 0.120
C 0.468 -1.038 -0.191
C -0.464 -1.489 0.993
O -1.221 -2.612 0.620
H 2.803 1.260 0.274
H 2.494 0.663 -1.393
H 2.957 -0.396 -0.243
H 0.185 1.009 -0.057
H 0.064 -1.108 -1.086
H 1.286 -1.721 -0.092
H 0.054 -1.617 1.942
H -1.185 -0.666 1.269
H -1.158 -2.887 -0.455
O -2.195 1.562 0.615
H -2.261 0.579 0.739
H -2.664 1.911 1.374
O -0.629 1.689 -1.545
H -1.376 1.468 -0.917
H -0.487 2.624 -1.630
```

Mulliken population analysis, charges in e, atoms 1 to 4: atom 1 (C): -0.999, atom 2 (N): -0.188, atom 3 (C): -0.955, atom 4 (C): 0.259

---

Quick look at relative energies in kcal/mol: model P 0.0; model Q 34.3.

---

Model P:
Density functional theory data (ωB97M-V/def2-TZVPD) for a cluster of 3 separate species, C3H13NO3 in total.

Values from the calculation:
Orbital gap in eV: 9.490
LUMO level in hartree: 0.02727

Geometry as XYZ:
```
20
C3H13NO3 | the OMol25 dataset | ωB97M-V/def2-TZVPD
C -3.226 0.884 -0.419
C -2.768 0.110 0.838
N -1.557 0.723 1.387
C -0.288 0.739 0.642
O 0.595 1.661 1.290
H -4.245 0.512 -0.570
H -2.986 1.933 -0.273
H -2.830 0.492 -1.359
H -2.700 -0.936 0.486
H -3.388 0.097 1.740
H -1.423 0.441 2.344
H 0.143 -0.246 0.796
H -0.420 1.171 -0.347
H -0.002 2.392 1.523
O 1.056 -2.695 -0.044
H 0.312 -2.885 -0.635
H 1.200 -3.337 0.662
O 5.183 -0.660 -2.875
H 5.189 -1.320 -3.574
H 5.071 0.168 -3.312
```

Mulliken population analysis, charges in e, atoms 1 to 4: atom 1 (C): -1.204, atom 2 (C): -0.305, atom 3 (N): -0.360, atom 4 (C): -0.259

---

Model Q:
Density functional theory data (ωB97M-V/def2-TZVPD) for a cluster of 4 separate species, C3H13NO3 in total.

Values from the calculation:
Orbital gap in eV: 8.882
LUMO level in hartree: 0.02326

Geometry as XYZ:
```
20
C3H13NO3 | the OMol25 dataset | ωB97M-V/def2-TZVPD
C -1.792 -1.459 0.420
C -0.670 -1.458 1.136
N 0.250 -0.385 0.968
C 0.518 0.277 2.245
H -1.977 -0.686 -0.306
H -2.519 -2.258 0.493
H -0.454 -2.147 1.939
H -0.005 0.270 0.237
H -0.241 1.026 2.500
H 0.620 -0.462 3.029
H 1.437 0.870 2.193
O 2.909 0.771 -1.010
H 2.310 1.076 -0.315
H 3.023 -0.169 -0.774
O -2.061 1.501 -1.340
H -1.685 0.716 -1.723
H -1.893 2.180 -2.021
O 0.530 0.278 -2.333
H 1.487 0.476 -2.400
H 0.212 -0.415 -2.938
```

Mulliken population analysis, charges in e, atoms 1 to 4: atom 1 (C): -0.784, atom 2 (C): 0.189, atom 3 (N): -0.169, atom 4 (C): -0.949

---

Quick look at relative energies in kcal/mol: model P 8.8; model Q 0.0.

---

Model P:
Density functional theory data (ωB97M-V/def2-TZVPD) for a cluster of 4 separate species, C3H13NO3 in total.

Values from the calculation:
Orbital gap in eV: 9.004
LUMO level in hartree: 0.02681

Geometry as XYZ:
```
20
C3H13NO3 | the OMol25 dataset | ωB97M-V/def2-TZVPD
C -2.109 0.911 -1.225
C -1.919 -0.162 -0.465
N -0.849 -0.336 0.426
C -0.798 -1.562 1.213
H -1.518 1.814 -1.172
H -2.886 0.858 -1.979
H -2.501 -1.065 -0.626
H -0.637 0.479 0.982
H -1.253 -1.498 2.205
H -1.336 -2.348 0.685
H 0.231 -1.883 1.333
O 1.224 -1.416 -1.333
H 1.227 -2.365 -1.167
H 0.323 -1.173 -1.053
O 0.844 1.739 1.574
H 1.239 2.616 1.587
H 1.528 1.187 1.148
O 2.503 0.903 -0.252
H 2.208 0.112 -0.743
H 2.119 1.659 -0.708
```

Mulliken population analysis, charges in e, atoms 1 to 4: atom 1 (C): -0.816, atom 2 (C): 0.012, atom 3 (N): -0.078, atom 4 (C): -1.032

---

Model Q:
Density functional theory data (ωB97M-V/def2-TZVPD) for a cluster of 3 separate species, C3H13NO3 in total.

Values from the calculation:
Orbital gap in eV: 9.381
LUMO level in hartree: 0.02195

Geometry as XYZ:
```
20
C3H13NO3 | the OMol25 dataset | ωB97M-V/def2-TZVPD
N 0.995 3.058 1.344
C 0.996 1.826 2.134
C 1.363 0.658 1.136
C 1.421 -0.822 1.688
O 0.711 -1.637 0.852
H 0.115 3.119 0.797
H 1.782 3.313 0.762
H 1.781 1.889 2.923
H -0.033 1.560 2.483
H 2.247 0.845 0.444
H 0.504 0.730 0.429
H 1.088 -0.816 2.762
H 2.420 -1.230 1.832
H 1.380 -2.213 0.466
O -1.312 -3.260 -0.948
H -1.011 -4.253 -0.931
H -0.589 -2.707 -0.752
O -4.571 0.223 -5.536
H -5.190 -0.460 -5.482
H -4.097 0.175 -6.405
```

Mulliken population analysis, charges in e, atoms 1 to 4: atom 1 (N): -0.594, atom 2 (C): -0.470, atom 3 (C): -0.419, atom 4 (C): -0.553

---

Quick look at relative energies in kcal/mol: model P 0.0; model Q 24.3.